Entry 1:
{
  "formula": "C3H7N",
  "method": "ωB97M-V/def2-TZVPD",
  "symbols": ["C", "C", "C", "N", "H", "H", "H", "H", "H", "H", "H"],
  "xyz": [[-0.837197, 0.697091, -1.002543], [-0.877414, -0.248008, 0.158346], [1.499164, -0.185748, 0.320249], [0.377536, -0.474806, 0.889435], [-1.796364, 0.709173, -1.545568], [-0.608767, 1.743446, -0.805818], [-0.109921, 0.388882, -1.765015], [-1.239655, -1.240461, -0.169921], [-1.535455, 0.130617, 0.947219], [1.704239, 0.244477, -0.662865], [2.410070, -0.523743, 0.842769]],
  "forces_ev_per_angstrom": [[-0.33, 0.22, -1.59], [0.96, 0.08, 1.33], [0.72, -0.86, 0.19], [-0.37, 0.44, -0.45], [0.02, -0.10, 0.23], [0.15, 0.08, 0.61], [-0.03, -0.14, 0.18], [-0.10, 0.07, -0.11], [-0.39, -0.20, -0.35], [-0.43, 0.17, 0.01], [-0.19, 0.25, -0.04]],
  "lowdin_spin": [0.11, 0.11, 0.34, 0.14, 0.02, 0.01, 0.05, 0.05, 0.01, 0.08, 0.07],
  "e_lumo_ev": [4.88, 4.75],
  "multiplicity": 2,
  "energy_ha": -173.166849,
  "gap_ev": [3.5, 9.3],
  "s_squared": 0.752,
  "e_homo_ev": [1.4, -4.6],
  "charge": -1,
  "de_lowest_ev": 0.252
}

Entry 2:
{
  "formula": "C48H64NO3P3S2SiTi",
  "method": "ωB97M-V/def2-TZVPD",
  "symbols": ["Ti", "C", "C", "C", "P", "C", "C", "C", "C", "C", "C", "C", "C", "C", "Si", "C", "C", "C", "C", "C", "C", "P", "C", "C", "C", "C", "C", "C", "C", "C", "C", "C", "C", "C", "P", "C", "C", "C", "C", "C", "C", "H", "H", "H", "H", "H", "H", "H", "H", "H", "H", "H", "H", "H", "H", "H", "H", "H", "H", "H", "H", "H", "H", "H", "H", "H", "H", "H", "H", "H", "H", "H", "H", "H", "H", "H", "H", "H", "H", "H", "H", "H", "H", "H", "H", "H", "H", "H", "H", "H", "H", "H", "H", "H", "H", "N", "C", "C", "C", "C", "C", "C", "C", "C", "C", "C", "C", "C", "H", "H", "H", "H", "H", "H", "H", "H", "H", "H", "O", "S", "O", "O", "S"],
  "xyz": [[1.252666, 1.125551, 0.147246], [-2.682519, -2.684609, 3.745209], [-1.749823, -3.197767, 2.641439], [-1.449064, -4.672572, 2.884131], [-0.310085, -2.022227, 2.426359], [0.385198, -1.926830, 4.175021], [0.345163, -0.458123, 4.617436], [1.759321, -2.523747, 4.480126], [0.811545, -3.029951, 1.365772], [1.473149, -4.167671, 1.832702], [2.178136, -5.002744, 0.982568], [2.207337, -4.720582, -0.373699], [1.572584, -3.584348, -0.847067], [0.889570, -2.699065, -0.003764], [0.129200, -1.101080, -0.747499], [0.752181, -1.145823, -2.593651], [0.035840, -1.817387, -3.590147], [0.487553, -1.905717, -4.899910], [1.691139, -1.322151, -5.261889], [2.415919, -0.630260, -4.305316], [1.956968, -0.525706, -2.992540], [2.872063, 0.501338, -1.795264], [4.415957, -0.441672, -1.329649], [4.111028, -1.917446, -1.093765], [5.574926, -0.334006, -2.323668], [3.599210, 1.922815, -2.744458], [4.408264, 2.814286, -1.796104], [2.641026, 2.777806, -3.561199], [-1.747018, -1.623584, -0.894833], [-1.887990, -2.980037, -1.246317], [-3.094841, -3.551892, -1.612728], [-4.235272, -2.767338, -1.656477], [-4.142899, -1.447646, -1.259069], [-2.938885, -0.871870, -0.836672], [-3.005347, 0.816693, -0.111890], [-4.257336, 1.711725, -1.159707], [-4.022973, 1.565926, -2.659311], [-4.223951, 3.189293, -0.763181], [-4.071657, 0.622152, 1.437117], [-3.252447, 0.970834, 2.679340], [-4.780719, -0.713736, 1.627376], [-3.685884, -3.094356, 3.613340], [-2.768273, -1.597609, 3.761703], [-2.332886, -3.005957, 4.728330], [-2.271629, -3.109451, 1.681198], [-0.851375, -4.810073, 3.790296], [-0.918105, -5.131648, 2.052584], [-2.385656, -5.218708, 3.027383], [-0.350065, -2.459038, 4.784166], [1.061761, 0.145542, 4.055008], [0.614299, -0.374330, 5.673115], [-0.656304, -0.030759, 4.499485], [2.511108, -2.218290, 3.752827], [1.741757, -3.611637, 4.523074], [2.088435, -2.171392, 5.460583], [1.419226, -4.428532, 2.878648], [2.683129, -5.875177, 1.377414], [2.732022, -5.372996, -1.060813], [1.629042, -3.371281, -1.908248], [-0.910835, -2.282940, -3.349523], [-0.106248, -2.431935, -5.637126], [2.055172, -1.388677, -6.278988], [3.339461, -0.144841, -4.596092], [4.719626, 0.009777, -0.380015], [3.800262, -2.405702, -2.020870], [3.334649, -2.069243, -0.349309], [5.014153, -2.416933, -0.737119], [5.292262, -0.698605, -3.314430], [6.385714, -0.973534, -1.969615], [5.976935, 0.671855, -2.421829], [4.288716, 1.446117, -3.443809], [3.741326, 3.429084, -1.191750], [5.043882, 3.478816, -2.385474], [5.041919, 2.258851, -1.104561], [2.003215, 3.381895, -2.919606], [2.005028, 2.187304, -4.220156], [3.229435, 3.459772, -4.180733], [-1.016626, -3.618137, -1.255991], [-3.133988, -4.600983, -1.879239], [-5.185910, -3.178905, -1.971338], [-5.043608, -0.847741, -1.259721], [-5.245522, 1.307980, -0.909574], [-3.054044, 1.978817, -2.934193], [-4.788601, 2.118204, -3.210018], [-4.050694, 0.528869, -2.990318], [-3.256829, 3.626192, -1.021342], [-4.382725, 3.341807, 0.306406], [-5.000755, 3.742836, -1.295756], [-4.839061, 1.394239, 1.321733], [-2.427691, 0.264614, 2.801034], [-3.870028, 0.917989, 3.579645], [-2.832917, 1.978036, 2.619250], [-4.070210, -1.540235, 1.648942], [-5.500779, -0.921078, 0.838226], [-5.321949, -0.708848, 2.577193], [-0.242537, 1.676363, 1.507259], [-0.026572, 3.074087, 1.810204], [0.107868, 3.457251, 3.134268], [0.411579, 4.768935, 3.448278], [0.592451, 5.687941, 2.425785], [0.443884, 5.295497, 1.107248], [0.111502, 3.984518, 0.759621], [-0.116481, 3.603298, -0.669784], [-0.622795, 4.596153, -1.515986], [-0.940444, 4.327807, -2.835588], [-0.789589, 3.040032, -3.324099], [-0.287473, 2.050514, -2.495186], [0.096579, 2.295621, -1.173765], [-1.135314, 1.520121, 1.019433], [-0.225506, 1.102822, 2.348796], [0.016761, 2.711267, 3.914035], [0.534173, 5.060856, 4.482275], [0.863796, 6.710001, 2.653825], [0.619374, 6.018907, 0.322923], [-0.814951, 5.586428, -1.124417], [-1.330248, 5.117043, -3.466176], [-1.054673, 2.806467, -4.348430], [-0.170515, 1.057017, -2.909765], [4.815025, 1.409035, 1.729361], [3.397530, 1.438578, 1.941925], [2.712115, 2.192103, 0.751555], [2.907841, 1.998452, 3.172047], [2.520203, -0.376912, 1.598301]],
  "forces_ev_per_angstrom": [[0.50, 0.06, -0.49], [-0.02, 0.02, 0.00], [-0.05, 0.00, 0.00], [0.02, -0.01, 0.01], [0.03, 0.05, -0.05], [-0.04, -0.04, 0.06], [-0.03, 0.03, 0.01], [0.03, 0.03, 0.04], [-0.06, -0.01, -0.05], [-0.03, -0.06, 0.05], [0.01, 0.04, -0.04], [-0.03, -0.01, 0.02], [-0.15, -0.10, -0.02], [-0.04, -0.07, -0.04], [-0.05, -0.08, 0.12], [0.00, -0.04, -0.01], [-0.01, -0.01, -0.01], [0.01, 0.00, 0.00], [-0.02, -0.01, 0.03], [-0.02, 0.02, -0.01], [0.00, 0.00, 0.02], [-0.09, -0.07, -0.14], [0.03, -0.03, 0.00], [0.03, 0.10, 0.05], [-0.01, -0.01, 0.00], [0.04, -0.04, 0.01], [0.00, 0.01, 0.02], [-0.03, -0.02, -0.04], [0.05, -0.06, -0.01], [-0.04, 0.05, -0.03], [0.02, 0.00, 0.00], [0.01, 0.02, 0.01], [-0.02, -0.01, 0.02], [0.02, 0.02, 0.00], [-0.07, -0.06, 0.03], [-0.02, -0.02, -0.07], [0.00, 0.00, 0.00], [0.00, 0.01, 0.00], [-0.02, 0.02, 0.02], [0.04, 0.00, -0.01], [-0.02, -0.01, 0.01], [-0.01, -0.02, 0.00], [-0.01, -0.02, -0.01], [0.00, 0.01, 0.00], [-0.01, 0.00, 0.00], [0.01, 0.00, 0.00], [0.01, 0.01, -0.01], [0.00, 0.00, 0.01], [0.06, -0.02, 0.01], [0.01, 0.00, -0.04], [-0.02, 0.00, 0.01], [0.03, 0.00, -0.03], [0.00, -0.01, -0.01], [0.01, 0.07, 0.06], [0.00, 0.02, 0.00], [-0.03, -0.02, -0.12], [0.00, -0.01, 0.00], [0.01, 0.00, 0.00], [-0.02, 0.00, 0.03], [0.01, 0.01, 0.02], [0.00, 0.00, 0.00], [0.00, 0.00, -0.01], [0.01, 0.01, 0.00], [0.00, -0.02, 0.00], [0.03, 0.03, 0.01], [0.14, 0.09, -0.06], [0.01, 0.00, 0.01], [-0.02, 0.00, -0.01], [0.00, 0.00, 0.01], [-0.01, 0.02, 0.00], [0.03, 0.00, -0.01], [0.00, -0.01, 0.00], [0.00, 0.00, 0.01], [0.00, -0.01, 0.00], [-0.06, 0.02, 0.04], [-0.01, -0.01, 0.00], [-0.01, 0.00, 0.00], [0.10, -0.03, 0.01], [0.00, 0.00, 0.00], [0.00, 0.00, 0.00], [0.00, 0.02, -0.02], [0.01, -0.01, -0.02], [0.03, 0.01, 0.00], [0.00, 0.01, 0.01], [-0.01, -0.01, 0.01], [0.01, 0.00, 0.00], [0.00, -0.01, 0.02], [0.00, 0.00, 0.00], [0.02, 0.02, -0.02], [0.05, 0.02, 0.00], [-0.01, 0.00, -0.01], [0.00, 0.01, 0.00], [0.01, -0.02, 0.00], [-0.02, 0.02, 0.04], [0.01, 0.00, 0.01], [-0.07, 0.19, 0.38], [-0.13, -0.14, 0.00], [0.08, 0.01, -0.01], [0.00, 0.00, -0.01], [0.00, 0.00, 0.02], [0.02, -0.02, -0.02], [0.05, 0.05, -0.03], [-0.05, -0.01, 0.02], [-0.07, -0.02, 0.01], [0.00, 0.01, 0.00], [0.02, 0.01, -0.01], [0.00, -0.04, -0.02], [-0.08, 0.09, -0.13], [-0.17, -0.06, -0.15], [-0.03, -0.03, -0.01], [-0.01, -0.01, 0.01], [0.00, 0.01, 0.00], [0.00, 0.00, 0.00], [0.00, 0.00, -0.01], [0.00, 0.01, 0.00], [0.00, -0.01, -0.01], [-0.01, 0.00, 0.00], [-0.02, 0.03, 0.01], [0.00, -0.04, -0.08], [0.08, 0.04, 0.08], [0.10, 0.01, 0.52], [0.07, -0.01, 0.03], [-0.07, 0.08, -0.02]],
  "lowdin_charge": [0.58, -0.14, -0.55, -0.11, 1.07, -0.53, -0.14, -0.12, -0.41, -0.11, -0.07, -0.08, -0.14, -0.35, 0.70, -0.30, -0.09, -0.07, -0.07, -0.09, -0.37, 1.07, -0.50, -0.12, -0.10, -0.52, -0.10, -0.10, -0.26, -0.13, -0.07, -0.07, -0.14, -0.36, 1.13, -0.56, -0.10, -0.12, -0.51, -0.14, -0.11, 0.08, 0.04, 0.07, 0.08, 0.08, 0.07, 0.08, 0.08, 0.03, 0.08, 0.06, 0.04, 0.06, 0.08, 0.08, 0.10, 0.11, 0.10, 0.09, 0.10, 0.10, 0.10, 0.08, 0.08, 0.01, 0.09, 0.08, 0.08, 0.07, 0.08, 0.07, 0.09, 0.07, 0.06, 0.07, 0.09, 0.09, 0.11, 0.11, 0.09, 0.10, 0.05, 0.08, 0.06, 0.06, 0.07, 0.08, 0.09, 0.03, 0.08, 0.07, 0.06, 0.06, 0.08, -0.01, -0.24, -0.02, -0.06, -0.07, -0.02, -0.13, -0.18, -0.05, -0.08, -0.11, -0.14, -0.21, -0.01, 0.06, 0.12, 0.11, 0.11, 0.11, 0.11, 0.11, 0.11, 0.08, -0.33, 0.19, -0.51, -0.34, 0.51],
  "e_lumo_ev": -0.40,
  "energy_ha": -5107.448552,
  "gap_ev": 7.4,
  "e_homo_ev": -7.8,
  "de_lowest_ev": 0.193
}